{
  "formula": "C37H27F9N3O5PPt",
  "method": "ωB97M-V/def2-TZVPD",
  "species": ["Pt", "O", "C", "N", "C", "O", "C", "C", "C", "C", "C", "N", "C", "C", "C", "C", "C", "N", "H", "H", "H", "H", "H", "H", "H", "H", "C", "C", "C", "O", "C", "O", "O", "H", "H", "H", "H", "H", "H", "H", "F", "C", "F", "F", "C", "C", "C", "C", "C", "C", "P", "C", "C", "C", "C", "C", "C", "C", "F", "F", "F", "C", "C", "C", "C", "C", "C", "C", "F", "F", "F", "H", "H", "H", "H", "H", "H", "H", "H", "H", "H", "H", "H"],
  "coordinates": [[0.5477, -0.1768, -0.0318], [-3.3365, 0.6626, 0.4518], [-2.2151, 0.5809, 0.0122], [-1.4128, -0.5305, -0.0589], [-1.8206, -1.8336, 0.1047], [-2.9374, -2.2400, 0.3074], [-0.6364, -2.7811, 0.0077], [-0.8572, -4.1394, 0.0118], [0.2292, -5.0018, -0.0600], [1.4995, -4.4560, -0.1242], [1.6469, -3.0803, -0.1137], [0.6071, -2.2465, -0.0629], [-1.4628, 1.8088, -0.4690], [-2.1457, 2.9813, -0.7066], [-1.4315, 4.1118, -1.0813], [-0.0530, 4.0246, -1.1700], [0.5687, 2.8167, -0.9014], [-0.1161, 1.7136, -0.5919], [-1.8795, -4.4872, 0.0701], [0.0855, -6.0736, -0.0625], [2.3806, -5.0793, -0.1780], [2.6281, -2.6369, -0.1513], [-3.2202, 2.9829, -0.5852], [-1.9409, 5.0442, -1.2834], [0.5509, 4.8803, -1.4362], [1.6434, 2.7327, -0.9368], [-3.5676, 0.2791, 4.4517], [-2.2454, -0.2805, 4.1258], [-1.1609, -0.3742, 5.1130], [-2.1160, -1.0426, 3.1097], [-0.7788, 2.0096, 2.9596], [-1.6987, 2.4903, 3.4699], [0.1304, 1.4764, 2.4748], [-4.0417, -0.4846, 5.0836], [-4.1846, 0.4413, 3.5673], [-3.4957, 1.1988, 5.0270], [-1.5106, -1.1496, 5.8085], [-1.0338, 0.5454, 5.6804], [-0.2254, -0.7005, 4.6658], [-2.9198, -1.1023, 2.5497], [4.6962, 6.3614, 1.5704], [5.5624, 5.4614, 1.0816], [6.1762, 6.0079, 0.0287], [6.4859, 5.2356, 2.0262], [4.8572, 4.1776, 0.7112], [3.7987, 3.7360, 1.4950], [3.1669, 2.5460, 1.1829], [3.5828, 1.7943, 0.0848], [4.6536, 2.2388, -0.6866], [5.2889, 3.4325, -0.3743], [2.8483, 0.1508, -0.1782], [3.8388, -0.8396, 0.9734], [3.2345, -1.2929, 2.1437], [3.9685, -1.9999, 3.0816], [5.3121, -2.2517, 2.8490], [5.9329, -1.7806, 1.7001], [5.1982, -1.0677, 0.7668], [6.0930, -3.0886, 3.8348], [6.0109, -4.3888, 3.5088], [5.6088, -2.9546, 5.0776], [7.3841, -2.7526, 3.8535], [3.3073, -0.3084, -1.8779], [2.9026, 0.5465, -2.9028], [3.1689, 0.2398, -4.2261], [3.8456, -0.9310, -4.5336], [4.2584, -1.7889, -3.5260], [3.9906, -1.4783, -2.2020], [4.1344, -1.3047, -5.9685], [3.3653, -2.3367, -6.3484], [3.8992, -0.2885, -6.8033], [5.4116, -1.6783, -6.1166], [3.4728, 4.3258, 2.3413], [2.3474, 2.1961, 1.7989], [4.9942, 1.6694, -1.5413], [6.1144, 3.7825, -0.9789], [2.1810, -1.0955, 2.3098], [3.5064, -2.3575, 3.9916], [6.9880, -1.9589, 1.5431], [5.6949, -0.6791, -0.1135], [2.3842, 1.4712, -2.6778], [2.8573, 0.9092, -5.0155], [4.7983, -2.6935, -3.7732], [4.3441, -2.1502, -1.4315]],
  "forces_ev_per_a": [[1.113, -0.037, -1.840], [-0.142, -0.089, 0.154], [0.278, 0.106, -0.027], [-0.226, -0.181, 0.095], [0.447, 0.042, -0.019], [-0.185, 0.049, 0.263], [-0.143, 0.060, -0.003], [0.002, -0.015, -0.038], [0.037, 0.065, -0.001], [-0.090, -0.064, -0.024], [0.091, 0.045, -0.161], [-0.355, 0.104, 0.805], [-0.096, 0.018, 0.038], [0.005, -0.045, -0.015], [0.050, 0.009, 0.001], [-0.076, 0.000, -0.022], [0.039, -0.069, -0.246], [-0.243, 0.054, 1.073], [0.009, -0.021, -0.008], [-0.003, -0.002, -0.005], [0.002, -0.002, 0.000], [-0.038, -0.017, 0.019], [-0.001, 0.014, -0.004], [-0.001, -0.002, -0.007], [0.003, 0.000, -0.001], [-0.023, -0.002, -0.012], [0.094, 0.446, -0.215], [-0.890, -1.495, 0.575], [0.259, 0.479, -0.207], [0.181, 0.468, -0.089], [0.237, -0.005, -0.022], [-0.128, 0.057, -0.011], [-0.051, 0.181, 0.149], [-0.026, 0.031, 0.005], [0.008, -0.055, -0.024], [0.028, -0.050, 0.063], [0.049, 0.030, 0.034], [-0.065, -0.012, 0.045], [-0.015, -0.052, -0.006], [-0.048, 0.080, -0.346], [-0.002, -0.001, -0.009], [0.014, 0.007, 0.018], [-0.002, -0.002, -0.001], [-0.007, 0.000, -0.007], [-0.002, -0.018, -0.023], [-0.011, 0.003, -0.002], [-0.035, -0.040, 0.063], [0.082, -0.023, -0.003], [-0.061, 0.017, -0.054], [-0.015, 0.028, 0.010], [-0.062, -0.042, -0.114], [-0.073, -0.023, 0.085], [-0.014, -0.036, -0.029], [0.008, -0.010, 0.012], [-0.013, -0.001, -0.019], [-0.002, 0.011, 0.005], [0.038, 0.076, 0.027], [-0.005, 0.017, 0.055], [0.001, -0.001, -0.009], [0.008, -0.001, -0.022], [0.004, -0.001, -0.009], [0.157, 0.007, 0.061], [-0.067, -0.003, -0.012], [0.000, -0.013, -0.012], [0.005, 0.015, 0.020], [-0.021, -0.001, -0.010], [0.014, -0.013, 0.011], [0.001, -0.007, -0.016], [-0.001, 0.003, 0.003], [-0.002, -0.001, 0.002], [-0.006, 0.000, 0.003], [0.005, -0.006, 0.006], [0.001, 0.002, -0.008], [0.006, -0.015, 0.008], [0.001, 0.003, 0.002], [0.001, -0.019, 0.014], [-0.009, 0.005, -0.002], [-0.002, -0.008, -0.005], [0.001, -0.010, -0.005], [-0.021, -0.026, 0.003], [0.007, 0.001, -0.002], [0.002, 0.001, -0.002], [-0.013, 0.002, 0.001]],
  "lowdin_charge": [1.04, 0.12, -0.44, -0.05, -0.44, 0.12, -0.17, 0.04, 0.01, 0.00, -0.10, -0.05, -0.18, 0.04, 0.01, 0.00, -0.10, -0.05, 0.14, 0.13, 0.13, 0.08, 0.14, 0.13, 0.13, 0.08, 0.05, -0.31, 0.05, 0.21, -0.40, 0.24, 0.16, 0.14, 0.12, 0.12, 0.14, 0.12, 0.11, 0.16, 0.15, -0.59, 0.16, 0.17, -0.09, 0.02, -0.08, -0.36, -0.05, 0.03, 0.94, -0.37, -0.10, 0.01, -0.09, 0.03, -0.05, -0.59, 0.16, 0.15, 0.17, -0.36, -0.08, 0.02, -0.09, 0.02, -0.07, -0.59, 0.16, 0.16, 0.16, 0.13, 0.09, 0.11, 0.14, 0.08, 0.13, 0.14, 0.12, 0.10, 0.13, 0.14, 0.10],
  "charge": 2,
  "mol_weight_g_mol": 990.67,
  "e_tot_ha": -3325.761865,
  "gap_ev": 7.432,
  "lumo_energy_ev": -7.0
}